1.
C18H38MoN3O2PSi | ωB97M-V/def2-TZVPD

Properties
HOMO-LUMO gap (spin up / spin down) ... 5.77 / 6.24 eV
HOMO level (spin up / spin down) ... -14.0 / -14.0 eV
E ... -1721.80977 Ha
Net charge ... +2

Last column: natural (NBO) charge in e.
Atoms and positions in Å:
Mo: -0.28 0.29 -1.01  0.757
Si: 2.27 0.47 -1.26  0.846
P: -0.49 0.57 -3.24  1.045
N: -0.22 -1.49 -0.82  -0.274
H: 1.07 1.18 -0.49  -0.060
C: -2.25 0.63 -3.68  -0.959
H: -2.41 0.71 -4.76  0.274
H: -2.71 1.48 -3.17  0.274
H: -2.73 -0.28 -3.29  0.249
C: 0.09 2.12 -4.12  -0.906
H: -0.25 2.10 -5.17  0.273
H: 1.20 2.20 -4.08  0.256
H: -0.34 3.00 -3.60  0.246
C: 0.19 -0.81 -4.28  -0.911
H: -0.01 -0.62 -5.35  0.266
H: -0.30 -1.74 -3.95  0.252
H: 1.28 -0.91 -4.10  0.259
C: 3.18 2.10 -0.84  -1.072
H: 2.97 2.43 0.19  0.239
H: 2.93 2.90 -1.55  0.241
H: 4.25 1.84 -0.93  0.272
H: 2.89 -0.50 -0.35  -0.097
H: 2.67 0.26 -2.67  -0.130
C: -0.15 -2.84 -0.87  0.051
C: -1.23 -5.03 -0.86  -0.207
C: -1.30 -3.66 -0.61  -0.144
C: 1.07 -3.44 -1.30  -0.149
C: 1.11 -4.80 -1.57  -0.197
C: -0.03 -5.58 -1.36  -0.102
H: -2.09 -5.66 -0.64  0.254
H: -2.21 -3.16 -0.29  0.235
H: 1.92 -2.77 -1.47  0.230
H: 2.05 -5.24 -1.92  0.251
H: 0.01 -6.66 -1.57  0.249
C: -1.48 2.95 -0.26  0.667
O: -2.05 2.14 -1.04  -0.631
C: -1.67 2.95 1.21  -0.746
H: -1.71 4.02 1.44  0.266
H: -0.80 2.54 1.77  0.283
H: -2.55 2.38 1.50  0.254
C: -0.33 3.81 -0.69  -0.766
H: -0.64 4.36 -1.58  0.270
H: 0.67 3.38 -0.89  0.266
H: -0.16 4.52 0.12  0.258
C: -2.39 -0.51 2.66  -0.386
N: -1.26 -0.38 3.56  -0.434
C: -1.56 -0.06 4.94  -0.410
C: -0.06 -0.19 2.93  0.814
O: -0.08 -0.10 1.67  -0.807
N: 1.14 -0.02 3.55  -0.425
C: 1.40 0.05 4.96  -0.412
C: 2.26 0.10 2.66  -0.384
H: -3.30 -0.62 3.27  0.222
H: -2.26 -1.40 2.03  0.205
H: -2.48 0.36 1.99  0.177
H: -1.07 -0.75 5.63  0.220
H: -1.28 0.97 5.19  0.198
H: -2.65 -0.16 5.07  0.227
H: 1.26 -0.92 5.46  0.212
H: 2.44 0.34 5.10  0.227
H: 0.77 0.79 5.46  0.212
H: 2.38 -0.82 2.07  0.205
H: 2.12 0.91 1.94  0.185
H: 3.16 0.28 3.25  0.221

2.
C18H38N4O22 | ωB97M-V/def2-TZVPD

Properties
HOMO-LUMO gap (spin up / spin down) ... 4.57 / 2.84 eV
HOMO level (spin up / spin down) ... -4.4 / -4.4 eV
2S+1 ... 2
E ... -2582.95452 Ha
Net charge ... -1

Last column: Mulliken charge in e.
Atoms and positions in Å:
C: -17.13 -4.03 -6.77  -0.287
C: -17.64 -3.78 -8.23  0.294
O: -16.98 -3.54 -9.19  -0.498
N: -19.14 -3.88 -8.35  0.715
H: -19.55 -4.39 -9.12  0.429
H: -19.41 -4.48 -7.58  -0.793
C: -19.84 -2.58 -8.20  -0.698
H: -16.04 -3.96 -6.76  0.419
H: -17.35 -5.05 -6.43  -0.166
H: -17.61 -3.26 -6.18  0.389
H: -19.32 -1.96 -7.48  0.264
H: -20.87 -2.84 -7.95  0.353
H: -19.91 -2.13 -9.19  0.350
C: -22.90 -7.74 -4.84  -0.380
C: -22.52 -7.46 -3.44  0.241
O: -23.34 -6.92 -2.62  -0.586
N: -20.98 -7.60 -3.13  0.929
H: -20.47 -8.19 -3.77  0.045
H: -20.55 -6.69 -3.18  -0.121
C: -20.62 -8.17 -1.78  -0.810
H: -23.99 -7.80 -4.83  0.556
H: -22.69 -8.71 -5.31  -0.012
H: -22.50 -6.95 -5.47  0.021
H: -21.23 -9.04 -1.53  0.273
H: -20.75 -7.45 -0.97  0.307
H: -19.56 -8.38 -1.93  0.328
C: -17.30 -4.83 -3.40  -0.224
C: -17.09 -5.82 -2.31  -0.002
O: -17.05 -7.05 -2.43  -0.483
N: -17.22 -5.25 -0.89  -0.063
H: -17.05 -6.02 -0.25  0.428
H: -16.45 -4.61 -0.74  0.385
C: -18.53 -4.52 -0.58  -0.666
H: -16.29 -4.61 -3.77  0.482
H: -17.72 -3.86 -3.14  0.578
H: -17.86 -5.19 -4.26  -0.521
H: -19.29 -5.29 -0.74  0.224
H: -18.75 -3.78 -1.36  0.308
H: -18.44 -4.24 0.47  0.372
C: -23.07 -10.13 -7.90  -0.590
C: -24.16 -9.95 -8.86  0.503
O: -24.74 -10.80 -9.56  -0.544
N: -24.48 -8.48 -9.09  0.322
H: -25.30 -8.32 -8.51  0.410
H: -23.76 -7.86 -8.76  -0.151
C: -24.75 -8.12 -10.59  -0.767
H: -22.08 -9.84 -8.25  0.329
H: -23.02 -11.19 -7.63  0.370
H: -23.41 -9.54 -7.05  0.079
H: -23.80 -8.15 -11.14  0.292
H: -25.11 -7.10 -10.65  0.367
H: -25.50 -8.78 -11.02  0.360
O: -21.20 -7.88 -10.34  -0.433
C: -19.98 -7.42 -10.44  0.620
O: -19.20 -8.08 -11.12  -0.815
O: -19.69 -6.39 -9.87  -0.682
H: -21.47 -7.23 -9.69  0.184
O: -20.45 -8.07 -7.06  -0.027
C: -19.80 -7.19 -6.30  -0.978
O: -20.15 -6.03 -6.52  2.414
O: -18.94 -7.53 -5.48  -0.813
H: -20.85 -7.52 -7.73  -0.342
O: -16.55 -8.64 -5.42  -0.388
C: -15.48 -7.85 -5.41  0.859
O: -15.61 -6.67 -5.70  -0.424
O: -14.38 -8.44 -5.26  -0.389
H: -17.35 -8.12 -5.32  0.524
O: -22.44 -4.51 -7.67  -0.550
C: -22.99 -5.28 -8.57  0.362
O: -22.65 -6.45 -8.61  -0.179
O: -23.83 -4.85 -9.33  -0.807
H: -21.76 -5.06 -7.27  -0.030
O: -20.93 -3.78 -5.13  -0.432
C: -20.94 -3.68 -3.82  0.526
O: -21.54 -2.69 -3.34  -0.812
O: -20.47 -4.60 -3.08  -0.716
H: -20.53 -4.65 -5.22  0.059
O: -19.56 -10.91 -6.05  -0.517
C: -20.49 -11.00 -5.16  0.655
O: -20.58 -10.20 -4.21  -0.717
O: -21.28 -11.96 -5.17  -0.817
H: -19.49 -9.98 -5.80  0.305